1.
Formula: C26H53BClO40PS10
Source: OMol25
Level of theory: wB97M-V/def2-TZVPD

Last columns: bonded neighbours and bond lengths (Å).
Atoms and positions in Å:
1 C 2.861 -1.326 4.260  C2 1.350, H10 1.088, H11 1.087
2 C 3.063 -0.588 3.148  C1 1.350, B3 1.538, H12 1.095
3 B 2.080 -0.322 1.995  C2 1.538, Cl4 1.767, P5 1.937
4 Cl 2.447 -0.767 0.325  B3 1.767
5 P 0.411 0.618 2.280  B3 1.937, C6 1.853, C8 1.835
6 C 0.993 2.245 2.948  P5 1.853, C7 1.546, H13 1.092, H14 1.088
7 C 1.472 2.245 4.418  C6 1.546, H15 1.090, H16 1.091, H17 1.092
8 C -0.469 -0.222 3.654  P5 1.835, C9 1.543, H18 1.097, H19 1.094
9 C -1.569 -1.163 3.118  C8 1.543, H20 1.091, H21 1.090, H22 1.088
10 H 3.150 -0.944 5.237  C1 1.088
11 H 2.401 -2.310 4.221  C1 1.087
12 H 4.012 -0.043 3.090  C2 1.095
13 H 1.854 2.506 2.329  C6 1.092
14 H 0.238 3.008 2.771  C6 1.088
15 H 1.264 1.307 4.933  C7 1.090
16 H 2.552 2.391 4.473  C7 1.091
17 H 1.005 3.049 4.992  C7 1.092
18 H 0.188 -0.768 4.341  C8 1.097
19 H -0.940 0.574 4.238  C8 1.094
20 H -1.207 -1.678 2.228  C9 1.091
21 H -1.835 -1.911 3.865  C9 1.090
22 H -2.450 -0.575 2.872  C9 1.088
23 C 7.570 -1.921 4.254  C24 1.515, O29 1.440, H30 1.091, H31 1.086
24 C 8.677 -0.905 4.447  C23 1.515, O25 1.436, H32 1.085, H33 1.091
25 O 7.979 0.328 4.682  C24 1.436, S26 1.594
26 S 6.618 0.040 5.460  O25 1.594, O27 1.418, O28 1.421, O29 1.590
27 O 6.783 0.271 6.850  S26 1.418
28 O 5.580 0.681 4.731  S26 1.421
29 O 6.568 -1.529 5.211  C23 1.440, S26 1.590
30 H 7.134 -1.860 3.256  C23 1.091
31 H 7.888 -2.941 4.449  C23 1.086
32 H 9.312 -0.805 3.572  C24 1.085
33 H 9.292 -1.127 5.321  C24 1.091
34 C 2.721 -5.023 -1.453  C35 1.515, O40 1.435, H41 1.091, H42 1.086
35 C 2.861 -4.493 -0.042  C34 1.515, O36 1.437, H43 1.085, H44 1.092
36 O 2.519 -5.619 0.783  C35 1.437, S37 1.595
37 S 2.989 -6.972 0.081  O36 1.595, O38 1.419, O39 1.418, O40 1.597
38 O 4.244 -7.378 0.603  S37 1.419
39 O 1.887 -7.866 0.057  S37 1.418
40 O 3.228 -6.364 -1.376  C34 1.435, S37 1.597
41 H 1.676 -5.065 -1.767  C34 1.091
42 H 3.297 -4.456 -2.178  C34 1.086
43 H 2.190 -3.665 0.170  C35 1.085
44 H 3.888 -4.198 0.179  C35 1.092
45 C 8.228 0.686 -0.888  C46 1.515, O51 1.440, H52 1.091, H53 1.086
46 C 8.596 1.153 0.505  C45 1.515, O47 1.438, H54 1.086, H55 1.091
47 O 8.425 -0.022 1.316  C46 1.438, S48 1.599
48 S 8.794 -1.327 0.470  O47 1.599, O49 1.420, O50 1.419, O51 1.589
49 O 10.126 -1.717 0.770  S48 1.420
50 O 7.717 -2.243 0.596  S48 1.419
51 O 8.771 -0.645 -0.965  C45 1.440, S48 1.589
52 H 7.147 0.628 -1.024  C45 1.091
53 H 8.662 1.300 -1.672  C45 1.086
54 H 7.953 1.946 0.875  C46 1.086
55 H 9.640 1.466 0.564  C46 1.091
56 C -5.082 -5.220 2.641  C57 1.516, O62 1.432, H63 1.092, H64 1.087
57 C -4.721 -4.572 3.963  C56 1.516, O58 1.435, H65 1.086, H66 1.092
58 O -4.295 -3.252 3.597  C57 1.435, S59 1.604
59 S -5.132 -2.756 2.321  O58 1.604, O60 1.420, O61 1.419, O62 1.587
60 O -6.206 -1.939 2.762  S59 1.420
61 O -4.211 -2.296 1.344  S59 1.419
62 O -5.710 -4.171 1.896  C56 1.432, S59 1.587
63 H -4.195 -5.551 2.097  C56 1.092
64 H -5.775 -6.050 2.747  C56 1.087
65 H -3.916 -5.083 4.483  C57 1.086
66 H -5.590 -4.489 4.619  C57 1.092
67 C -9.036 -5.794 -2.542  C68 1.511, O73 1.439, H74 1.091, H75 1.087
68 C -7.856 -6.698 -2.813  C67 1.511, O69 1.439, H76 1.083, H77 1.092
69 O -6.959 -6.450 -1.715  C68 1.439, S70 1.593
70 S -7.796 -6.122 -0.401  O69 1.593, O71 1.422, O72 1.419, O73 1.595
71 O -7.919 -7.292 0.399  S70 1.422
72 O -7.292 -4.924 0.167  S70 1.419
73 O -9.199 -5.857 -1.113  C67 1.439, S70 1.595
74 H -8.827 -4.761 -2.823  C67 1.091
75 H -9.943 -6.132 -3.035  C67 1.087
76 H -7.356 -6.484 -3.750  C68 1.083
77 H -8.149 -7.750 -2.787  C68 1.092
78 C -9.086 -3.459 -7.734  C79 1.515, O84 1.443, H85 1.088, H86 1.085
79 C -8.864 -2.945 -6.327  C78 1.515, O80 1.439, H87 1.086, H88 1.091
80 O -9.067 -4.105 -5.501  C79 1.439, S81 1.596
81 S -8.573 -5.411 -6.274  O80 1.596, O82 1.422, O83 1.419, O84 1.585
82 O -7.253 -5.728 -5.852  S81 1.422
83 O -9.611 -6.376 -6.213  S81 1.419
84 O -8.491 -4.773 -7.723  C78 1.443, S81 1.585
85 H -10.146 -3.557 -7.958  C78 1.088
86 H -8.605 -2.842 -8.486  C78 1.085
87 H -9.565 -2.165 -6.044  C79 1.086
88 H -7.842 -2.592 -6.179  C79 1.091
89 C 1.492 7.530 4.542  C90 1.515, O95 1.444, H96 1.088, H97 1.085
90 C 0.184 6.942 4.055  C89 1.515, O91 1.440, H98 1.086, H99 1.091
91 O 0.359 6.842 2.629  C90 1.440, S92 1.589
92 S 1.878 6.519 2.293  O91 1.589, O93 1.419, O94 1.423, O95 1.586
93 O 2.037 5.126 2.067  S92 1.419
94 O 2.336 7.455 1.325  S92 1.423
95 O 2.483 6.885 3.713  C89 1.444, S92 1.586
96 H 1.554 8.603 4.375  C89 1.088
97 H 1.700 7.316 5.586  C89 1.085
98 H -0.673 7.572 4.271  C90 1.086
99 H 0.013 5.939 4.452  C90 1.091
100 C 6.645 7.823 3.857  C101 1.516, O106 1.437, H107 1.091, H108 1.086
101 C 5.976 6.788 4.738  C100 1.516, O102 1.438, H109 1.086, H110 1.091
102 O 5.601 7.530 5.912  C101 1.438, S103 1.593
103 S 5.218 9.023 5.511  O102 1.593, O104 1.422, O105 1.416, O106 1.593
104 O 3.807 9.124 5.367  S103 1.422
105 O 5.929 9.915 6.351  S103 1.416
106 O 5.857 9.008 4.052  C100 1.437, S103 1.593
107 H 7.667 8.030 4.177  C100 1.091
108 H 6.638 7.553 2.804  C100 1.086
109 H 6.637 5.974 5.021  C101 1.086
110 H 5.072 6.386 4.277  C101 1.091
111 C 3.936 7.668 -1.811  C112 1.512, O117 1.438, H118 1.091, H119 1.086
112 C 2.964 6.513 -1.886  C111 1.512, O113 1.439, H120 1.086, H121 1.091
113 O 3.455 5.707 -2.973  C112 1.439, S114 1.593
114 S 5.045 5.791 -3.027  O113 1.593, O115 1.421, O116 1.418, O117 1.596
115 O 5.614 4.670 -2.363  S114 1.421
116 O 5.433 6.120 -4.351  S114 1.418
117 O 5.214 7.062 -2.076  C111 1.438, S114 1.596
118 H 3.740 8.414 -2.583  C111 1.091
119 H 3.945 8.143 -0.834  C111 1.086
120 H 1.946 6.830 -2.094  C112 1.086
121 H 2.982 5.915 -0.974  C112 1.091
122 C -9.066 -1.237 -12.134  C123 1.516, O128 1.438, H129 1.091, H130 1.086
123 C -10.332 -0.405 -12.198  C122 1.516, O124 1.437, H131 1.086, H132 1.091
124 O -11.357 -1.300 -11.736  C123 1.437, S125 1.590
125 S -10.765 -2.285 -10.636  O124 1.590, O126 1.422, O127 1.416, O128 1.598
126 O -11.062 -1.777 -9.341  S125 1.422
127 O -11.088 -3.617 -10.992  S125 1.416
128 O -9.219 -2.011 -10.931  C122 1.438, S125 1.598
129 H -8.990 -1.924 -12.978  C122 1.091
130 H -8.164 -0.636 -12.067  C122 1.086
131 H -10.571 -0.067 -13.201  C123 1.086
132 H -10.287 0.451 -11.522  C123 1.091

## Properties
electronic energy: -240551.636 eV
SMILES: C=CB(Cl)P(CC)CC.O=S1(=O)OCCO1.O=S1(=O)OCCO1.O=S1(=O)OCCO1.O=S1(=O)OCCO1.O=S1(=O)OCCO1.O=S1(=O)OCCO1.O=S1(=O)OCCO1.O=S1(=O)OCCO1.O=S1(=O)OCCO1.O=S1(=O)OCCO1
orbital gap: 0.28030 Eh

2.
Formula: C26H53BF5N8O8P2S
Source: OMol25
Level of theory: wB97M-V/def2-TZVPD

Last columns: bonded neighbours and bond lengths (Å).
Atoms and positions in Å:
1 C 3.288 1.657 -5.798  C2 1.331, H41 1.083, H42 1.083
2 C 3.068 2.312 -4.660  C1 1.331, C3 1.518, H43 1.083
3 C 3.960 2.358 -3.433  C2 1.518, C4 1.539, H44 1.091, H45 1.090
4 C 4.063 1.103 -2.548  C3 1.539, C5 1.546, N8 1.515, C25 1.561
5 C 5.049 0.135 -3.241  C4 1.546, C6 1.505, H46 1.088, H47 1.089
6 C 5.316 -1.175 -2.550  C5 1.505, N7 1.263, H48 1.094
7 N 6.229 -1.292 -1.685  C6 1.263, H49 1.020
8 N 4.843 1.568 -1.336  C4 1.515, C9 1.363, H50 1.023
9 C 4.454 0.759 -0.311  N8 1.363, N10 1.352, N21 1.311
10 N 5.109 0.728 0.872  C9 1.352, S11 1.677, H51 1.011
11 S 6.460 1.649 1.243  N10 1.677, O12 1.414, O13 1.417, C14 1.876
12 O 7.419 1.653 0.203  S11 1.414
13 O 6.879 1.206 2.522  S11 1.417
14 C 5.819 3.400 1.448  S11 1.876, F15 1.349, F16 1.328, C17 1.556
15 F 4.479 3.398 1.298  C14 1.349
16 F 6.093 3.764 2.695  C14 1.328
17 C 6.453 4.450 0.490  C14 1.556, F18 1.343, F19 1.331, F20 1.340
18 F 6.341 4.064 -0.791  C17 1.343
19 F 7.734 4.639 0.797  C17 1.331
20 F 5.765 5.589 0.643  C17 1.340
21 N 3.387 0.043 -0.575  C9 1.311, C22 1.465, C25 1.526
22 C 3.206 -1.315 -0.058  N21 1.465, C23 1.517, H52 1.090, H53 1.089
23 C 1.840 -1.568 0.550  C22 1.517, N24 1.255, H54 1.089
24 N 1.641 -2.334 1.524  C23 1.255, H55 1.023
25 C 2.775 0.514 -1.891  C4 1.561, N21 1.526, C26 1.536, B37 1.639
26 C 2.157 -0.574 -2.782  C25 1.536, C27 1.539, H56 1.091, H57 1.088
27 C 0.626 -0.705 -2.713  C26 1.539, C28 1.543, H58 1.090, H59 1.090
28 C -0.132 0.158 -3.742  C27 1.543, P29 1.790, H60 1.094, H61 1.085
29 P -1.747 0.621 -3.123  C28 1.790, O30 1.481, O31 1.586, O34 1.581
30 O -1.682 1.848 -2.297  P29 1.481
31 O -2.186 -0.627 -2.248  P29 1.586, C32 1.448
32 C -3.272 -0.459 -1.306  O31 1.448, C33 1.527, H62 1.087, H63 1.088
33 C -2.774 -0.643 0.126  C32 1.527, H64 1.090, H65 1.086, H66 1.088
34 O -2.638 0.778 -4.420  P29 1.581, C35 1.449
35 C -3.911 1.460 -4.303  O34 1.449, C36 1.525, H67 1.088, H68 1.087
36 C -4.009 2.525 -5.391  C35 1.525, H69 1.088, H70 1.089, H71 1.087
37 B 1.759 1.730 -1.473  C25 1.639, O38 1.383, O39 1.335
38 O 1.458 1.950 -0.141  B37 1.383, H72 0.963
39 O 1.246 2.494 -2.439  B37 1.335, C40 1.439
40 C 0.680 3.771 -2.094  O39 1.439, H73 1.089, H74 1.086, H75 1.087
41 H 2.892 2.077 -6.715  C1 1.083
42 H 3.777 0.696 -5.895  C1 1.083
43 H 2.148 2.878 -4.583  C2 1.083
44 H 3.646 3.222 -2.845  C3 1.091
45 H 4.965 2.583 -3.789  C3 1.090
46 H 4.774 -0.077 -4.272  C5 1.088
47 H 5.998 0.669 -3.271  C5 1.089
48 H 4.692 -2.028 -2.833  C6 1.094
49 H 6.259 -2.255 -1.347  N7 1.020
50 H 4.579 2.521 -1.073  N8 1.023
51 H 4.757 0.112 1.592  N10 1.011
52 H 3.911 -1.452 0.763  C22 1.090
53 H 3.461 -2.067 -0.802  C22 1.089
54 H 0.975 -1.052 0.135  C23 1.089
55 H 2.505 -2.766 1.859  N24 1.023
56 H 2.413 -0.308 -3.809  C26 1.091
57 H 2.591 -1.558 -2.612  C26 1.088
58 H 0.390 -1.737 -2.972  C27 1.090
59 H 0.234 -0.559 -1.706  C27 1.090
60 H -0.285 -0.456 -4.634  C28 1.094
61 H 0.413 1.037 -4.071  C28 1.085
62 H -3.765 0.505 -1.396  C32 1.087
63 H -3.999 -1.236 -1.536  C32 1.088
64 H -1.699 -0.474 0.170  C33 1.090
65 H -3.031 -1.617 0.531  C33 1.086
66 H -3.246 0.089 0.777  C33 1.088
67 H -4.693 0.720 -4.465  C35 1.088
68 H -4.019 1.940 -3.334  C35 1.087
69 H -5.032 2.614 -5.749  C36 1.088
70 H -3.717 3.493 -4.986  C36 1.089
71 H -3.352 2.286 -6.224  C36 1.087
72 H 0.853 1.295 0.221  O38 0.963
73 H 1.345 4.336 -1.443  C40 1.089
74 H -0.286 3.638 -1.616  C40 1.086
75 H 0.525 4.324 -3.016  C40 1.087
76 O -3.799 -1.183 3.132  P77 1.489
77 P -4.426 -2.203 4.017  O76 1.489, N78 1.706, N81 1.728, N84 1.671
78 N -5.797 -1.376 4.606  P77 1.706, C79 1.448, C80 1.455
79 C -6.376 -1.538 5.923  N78 1.448, H87 1.099, H88 1.090, H89 1.087
80 C -6.707 -0.822 3.615  N78 1.455, H90 1.098, H91 1.090, H92 1.092
81 N -3.204 -2.435 5.216  P77 1.728, C82 1.453, C83 1.458
82 C -3.255 -1.711 6.475  N81 1.453, H93 1.099, H94 1.091, H95 1.089
83 C -1.860 -2.408 4.652  N81 1.458, H96 1.097, H97 1.090, H98 1.093
84 N -5.008 -3.764 4.157  P77 1.671, C85 1.462, C86 1.459
85 C -6.074 -4.167 3.241  N84 1.462, H99 1.095, H100 1.091, H101 1.091
86 C -4.552 -4.805 5.072  N84 1.459, H102 1.092, H103 1.085, H104 1.091
87 H -6.654 -2.575 6.160  C79 1.099
88 H -7.288 -0.946 5.988  C79 1.090
89 H -5.721 -1.163 6.704  C79 1.087
90 H -7.507 -1.525 3.345  C80 1.098
91 H -6.162 -0.562 2.707  C80 1.090
92 H -7.170 0.096 3.985  C80 1.092
93 H -3.364 -0.626 6.345  C82 1.099
94 H -2.334 -1.895 7.031  C82 1.091
95 H -4.062 -2.076 7.109  C82 1.089
96 H -1.498 -1.389 4.474  C83 1.097
97 H -1.827 -2.941 3.701  C83 1.090
98 H -1.173 -2.912 5.336  C83 1.093
99 H -7.042 -4.207 3.751  C85 1.095
100 H -5.871 -5.146 2.805  C85 1.091
101 H -6.161 -3.462 2.412  C85 1.091
102 H -4.904 -4.615 6.088  C86 1.092
103 H -3.472 -4.907 5.088  C86 1.085
104 H -4.958 -5.765 4.748  C86 1.091

## Properties
electronic energy: -99794.374 eV
total charge: +1
orbital gap: 0.24754 Eh

Question: Among the records above, which one has the lowest electronic energy?
Answer: C26H53BClO40PS10

Question: The highest orbital gap belongs to which entry?
Answer: C26H53BClO40PS10